(1)
Below is the molecule C7H14O3 at a distorted geometry, with properties calculated with ωB97M-V/def2-TZVPD.

ORCA input file:
```
! RIJCOSX wB97M-V def2-TZVPD def2/J DEFGRID3
* xyz 0 1
C -2.352 0.993 0.989
C -1.269 0.404 0.091
C 0.086 0.365 0.805
C 1.193 -0.082 -0.143
C 2.109 1.015 -0.621
C 0.621 -0.919 -1.293
O -0.302 -1.805 -0.743
C -1.676 -1.014 -0.394
O -2.528 -1.049 -1.373
H -2.458 0.403 1.912
H -2.111 2.028 1.271
H -3.323 0.995 0.476
H -1.180 1.041 -0.805
H 0.329 1.337 1.256
H -0.006 -0.359 1.630
H 2.646 1.474 0.219
H 2.840 0.642 -1.352
H 1.491 1.788 -1.096
H 0.211 -0.230 -2.052
H -1.965 -1.613 0.508
H 1.427 -1.489 -1.781
O 1.996 -1.096 0.680
H 1.957 -2.053 0.260
H 2.264 -0.776 1.556
*
```

Strongest force on any atom, eV/A: 2.9
HOMO, hartree: -0.24377
Calculated total energy, Ha: -500.685457
Frontier orbital gap, eV: 5.73
LUMO level, eV: -0.90
Energy relative to the best compared isomer or geometry (same formula, charge and spin), eV: 4.837

Per-atom natural (NBO) charges, elementary charge units: -0.60 -0.29 -0.46 0.29 -0.65 -0.12 -0.65 0.41 -0.81 0.20 0.19 0.24 0.20 0.21 0.22 0.21 0.23 0.26 0.21 0.08 0.17 -0.71 0.60 0.56

=====

(2)
Below is a structure of composition C7H14O3 at a distorted geometry, with properties calculated with ωB97M-V/def2-TZVPD.

ORCA input file:
```
! RIJCOSX wB97M-V def2-TZVPD def2/J DEFGRID3
* xyz 0 1
C -1.370 -0.097 -1.240
C -1.108 -0.881 -2.496
C 1.688 -0.103 -1.065
C 0.575 -0.655 -0.203
O -1.343 1.164 -1.266
O 0.486 -1.812 0.114
H -0.737 1.727 -0.149
H -1.982 -0.617 -0.493
H -0.388 -0.376 -3.137
H -2.052 -0.961 -3.042
H -0.769 -1.889 -2.259
H 1.458 0.917 -1.379
H 2.631 -0.118 -0.517
H 1.807 -0.728 -1.950
C -1.118 0.058 1.925
C 1.375 0.536 2.063
C 0.098 0.657 1.258
O -0.041 1.833 0.674
H 1.556 -0.494 2.365
H -1.194 0.460 2.939
H -1.028 -1.026 1.993
H -2.034 0.335 1.409
H 1.265 1.155 2.958
H 2.225 0.913 1.500
*
```

Strongest force on any atom, eV/A: 2.9
HOMO (alpha / beta), hartree: -0.29118 / -0.29119
Calculated total energy, Ha: -500.748326
Frontier orbital gap (alpha / beta), eV: 7.36 / 7.36
LUMO level (alpha / beta), eV: -0.57 / -0.57
Energy relative to the best compared isomer or geometry (same formula, charge and spin), eV: 3.127

Per-atom natural (NBO) charges, elementary charge units: 0.41 -0.71 -0.77 0.51 -0.62 -0.58 0.50 0.16 0.23 0.25 0.24 0.24 0.25 0.23 -0.69 -0.66 0.39 -0.72 0.23 0.22 0.24 0.21 0.22 0.22

=====

(3)
Below is a structure of composition C7H14OPSTi at a distorted geometry, with properties calculated with ωB97M-V/def2-TZVPD.

ORCA input file:
```
! RIJCOSX wB97M-V def2-TZVPD def2/J DEFGRID3
* xyz 0 2
C -0.370 0.747 -1.819
C -1.312 1.808 -2.149
C -0.572 2.956 -2.608
C 0.842 2.619 -2.528
C 0.937 1.249 -2.066
Ti 1.207 -1.764 -0.353
P -0.040 -3.480 -1.242
H -0.615 -0.325 -1.451
H -2.372 1.686 -2.101
H -1.005 3.930 -2.853
H 1.892 0.660 -1.876
H 1.666 3.228 -2.837
H 0.739 -4.399 -2.014
H -1.167 -3.375 -2.081
H -0.541 -4.394 -0.254
C 0.358 -1.234 3.575
S -0.640 -0.563 2.283
C -0.273 1.182 2.434
O 0.243 -0.974 1.017
H -0.190 -1.152 4.514
H 1.271 -0.652 3.638
H 0.588 -2.283 3.358
H 0.798 1.306 2.346
H -0.816 1.720 1.644
H -0.625 1.507 3.422
*
```

Strongest force on any atom, eV/A: 4.3
HOMO (alpha / beta), hartree: -0.19817 / -0.19815
Calculated total energy, Ha: -1939.063441
Frontier orbital gap (alpha / beta), eV: 4.85 / 4.58
LUMO level (alpha / beta), eV: -0.54 / -0.81
Energy relative to the best compared isomer or geometry (same formula, charge and spin), eV: 2.990

Per-atom natural (NBO) charges, elementary charge units: -0.40 -0.36 -0.33 -0.35 -0.39 0.89 -0.02 0.15 0.19 0.20 0.14 0.19 0.00 -0.03 -0.02 -0.82 1.26 -0.80 -1.04 0.25 0.24 0.26 0.25 0.30 0.24

=====

(4)
Below is the ion C7H14P with charge +1 at a distorted geometry, with properties calculated with ωB97M-V/def2-TZVPD.

ORCA input file:
```
! RIJCOSX wB97M-V def2-TZVPD def2/J DEFGRID3
* xyz 1 3
C -1.533 1.418 0.307
C -1.885 -0.005 0.457
C 0.766 -0.800 0.539
C 1.388 0.695 0.520
C -2.882 -0.554 -0.492
C 1.484 -1.835 -0.211
C 2.524 1.247 -0.309
P -0.219 0.341 -0.637
H -2.053 2.045 -0.444
H -0.965 2.124 1.095
H -1.750 -0.660 1.245
H 0.381 -0.908 1.518
H 1.063 1.290 1.387
H -2.888 -0.049 -1.478
H -4.034 -0.381 -0.332
H -2.722 -1.655 -0.475
H 1.642 -1.517 -1.259
H 1.058 -2.806 -0.279
H 2.489 -1.946 0.221
H 2.630 0.648 -1.231
H 3.411 0.975 0.294
H 2.096 2.332 -0.434
*
```

Strongest force on any atom, eV/A: 3.4
HOMO (alpha / beta), hartree: -0.39919 / -0.52705
Calculated total energy, Ha: -615.971455
Frontier orbital gap (alpha / beta), eV: 7.91 / 6.50
LUMO level (alpha / beta), eV: -2.95 / -7.84
Energy relative to the best compared isomer or geometry (same formula, charge and spin), eV: 2.293

Per-atom natural (NBO) charges, elementary charge units: -0.64 -0.33 -0.46 -0.17 -0.68 -0.65 -0.68 1.07 0.27 0.28 0.24 0.25 0.23 0.24 0.28 0.24 0.23 0.26 0.24 0.24 0.28 0.27

=====

(5)
Below is a cluster of 2 separate species, C7H14Si in total at a distorted geometry, with properties calculated with ωB97M-V/def2-TZVPD.

ORCA input file:
```
! RIJCOSX wB97M-V def2-TZVPD def2/J DEFGRID3
* xyz 0 1
C -2.604 0.377 0.938
C -2.568 -0.530 -1.253
C -2.477 0.796 -0.568
C -1.677 -0.317 -0.056
C 1.333 1.699 0.374
C 1.650 -0.813 -1.581
C 1.462 -0.997 1.749
Si 0.964 -0.154 0.092
H -2.331 1.070 1.713
H -3.557 -0.094 1.205
H -3.390 -1.222 -1.148
H -2.037 -0.808 -2.215
H -2.709 1.831 -0.849
H 0.608 2.350 -0.117
H 1.012 1.908 1.450
H 2.363 2.072 0.223
H 0.954 -0.212 -2.322
H 2.693 -0.445 -1.808
H 1.578 -1.926 -1.636
H 0.683 -1.727 1.906
H 2.475 -1.421 1.627
H 1.519 -0.173 2.388
*
```

Strongest force on any atom, eV/A: 4.8
HOMO, hartree: -0.28598
Calculated total energy, Ha: -564.433899
Frontier orbital gap, eV: 8.63
LUMO level, eV: 0.85
Energy relative to the best compared isomer or geometry (same formula, charge and spin), eV: 3.115

Per-atom natural (NBO) charges, elementary charge units: -0.43 -0.43 -0.32 -0.19 -1.16 -1.15 -1.11 1.57 0.21 0.18 0.18 0.21 0.24 0.25 0.24 0.25 0.25 0.25 0.25 0.25 0.24 0.23

=====

(6)
Below is a structure of composition C7H15CeO4 at a distorted geometry, with properties calculated with ωB97M-V/def2-TZVPD.

ORCA input file:
```
! RIJCOSX wB97M-V def2-TZVPD def2/J DEFGRID3
* xyz 1 3
C -2.443 1.921 -0.656
O -1.275 1.499 -0.039
C -0.793 2.115 1.191
H -2.630 1.033 -1.526
H -2.291 2.866 -1.201
H -1.442 1.758 2.012
H -0.859 3.213 1.083
Ce 1.206 0.770 0.534
C -2.480 -0.873 -2.693
O -1.194 -0.680 -3.094
C -0.330 -1.792 -2.971
C 0.279 -1.892 -1.587
O 1.200 -0.840 -1.335
C 2.572 -1.101 -1.658
C 3.338 0.198 -1.421
O 2.996 0.777 -0.208
H -2.960 -1.684 -3.256
H -3.290 -0.575 -2.031
H 0.452 -1.671 -3.732
H -0.867 -2.729 -3.192
H -0.505 -1.819 -0.820
H 0.784 -2.862 -1.467
H 2.656 -1.437 -2.702
H 2.930 -1.900 -0.987
H 4.416 -0.052 -1.479
H 3.130 0.877 -2.274
H -3.242 2.014 0.095
*
```

Strongest force on any atom, eV/A: 5.2
HOMO (alpha / beta), hartree: -0.40225 / -0.42154
Calculated total energy, Ha: -1051.375560
Frontier orbital gap (alpha / beta), eV: 6.91 / 7.44
LUMO level (alpha / beta), eV: -4.04 / -4.03

Per-atom Mulliken charges, elementary charge units: -0.29 -0.16 -0.90 -0.22 0.30 0.31 0.30 1.45 -0.72 -0.33 -0.44 -0.52 -0.29 -0.40 -0.47 -0.46 0.30 0.51 0.25 0.43 0.36 0.35 0.36 0.33 0.35 0.30 0.31